(1)
3 unconnected molecules or ions with the total composition C27H40N2O4S3. Source: the Open Molecules 2025 dataset; level of theory: wB97M-V/def2-TZVPD.

E_HOMO = -7.66 eV
Lowest unoccupied orbital energy = 0.55 eV
SMILES = CCCCCCCc1cccc2c1Sc1ccccc1N2N.O=S1(=O)CCCC1.O=S1(=O)CCCC1
Total charge = 0
Gap between HOMO and LUMO = 8.21 eV
Spin multiplicity = 1

CARTESIAN COORDINATES (ANGSTROEM)
1 C -0.75 -3.13 4.01
2 C 0.04 -3.59 2.79
3 C 1.42 -2.92 2.67
4 C 1.76 -2.55 1.22
5 C 2.38 -3.68 0.41
6 C 3.91 -3.80 0.59
7 C 4.64 -3.46 -0.70
8 C 4.65 -1.97 -0.93
9 C 5.43 -1.17 -0.09
10 C 5.48 0.21 -0.26
11 C 4.72 0.82 -1.26
12 C 3.91 0.06 -2.10
13 C 3.89 -1.34 -1.93
14 S 2.94 -2.33 -3.04
15 C 1.61 -1.23 -3.31
16 C 0.35 -1.76 -3.54
17 C -0.73 -0.93 -3.84
18 C -0.52 0.45 -3.89
19 C 0.74 0.99 -3.63
20 C 1.83 0.16 -3.34
21 N 3.14 0.68 -3.13
22 N 3.23 2.08 -3.07
23 H -1.40 -2.30 3.77
24 H -1.38 -3.93 4.40
25 H -0.08 -2.83 4.82
26 H -0.52 -3.38 1.89
27 H 0.16 -4.67 2.88
28 H 1.40 -2.00 3.26
29 H 2.19 -3.56 3.09
30 H 0.84 -2.23 0.75
31 H 2.45 -1.70 1.21
32 H 1.88 -4.62 0.65
33 H 2.19 -3.48 -0.65
34 H 4.21 -3.09 1.35
35 H 4.19 -4.80 0.93
36 H 4.20 -3.99 -1.54
37 H 5.68 -3.79 -0.64
38 H 6.02 -1.63 0.69
39 H 6.10 0.82 0.37
40 H 4.79 1.89 -1.38
41 H 0.21 -2.83 -3.49
42 H -1.70 -1.35 -4.04
43 H -1.34 1.11 -4.12
44 H 0.85 2.06 -3.68
45 H 2.93 2.47 -3.95
46 H 2.68 2.45 -2.30
47 C -2.67 0.96 -1.33
48 C -1.16 1.15 -1.14
49 C -0.85 0.91 0.35
50 S -2.09 -0.25 0.93
51 O -2.91 0.41 1.93
52 O -1.48 -1.52 1.22
53 C -3.01 -0.34 -0.60
54 H -2.94 0.91 -2.38
55 H -3.21 1.79 -0.88
56 H -0.61 0.43 -1.75
57 H -0.84 2.15 -1.44
58 H 0.13 0.46 0.51
59 H -0.94 1.82 0.94
60 H -4.07 -0.46 -0.37
61 H -2.65 -1.22 -1.14
62 C -5.87 4.92 2.28
63 C -4.86 4.07 3.07
64 C -4.02 3.30 2.04
65 S -4.00 4.31 0.56
66 O -4.68 3.61 -0.50
67 O -2.67 4.84 0.34
68 C -5.08 5.60 1.18
69 H -6.37 5.65 2.92
70 H -6.64 4.28 1.85
71 H -4.22 4.73 3.66
72 H -5.35 3.39 3.75
73 H -2.99 3.15 2.37
74 H -4.46 2.35 1.78
75 H -5.68 5.98 0.36
76 H -4.44 6.40 1.57

---

(2)
2 unconnected molecules or ions with the total composition H4O2 at a distorted geometry. Source: the Open Molecules 2025 dataset; level of theory: wB97M-V/def2-TZVPD.

E_HOMO = -11.01 eV
Lowest unoccupied orbital energy = 0.73 eV
SMILES = O.O
Energy relative to the best compared isomer or geometry (same formula, charge and spin) = 0.206 eV
Total charge = 0
Gap between HOMO and LUMO = 11.73 eV
Spin multiplicity = 1

CARTESIAN COORDINATES (ANGSTROEM)
1 H -2.13 0.55 -0.14
2 H -0.63 0.06 0.10
3 H 1.66 0.63 0.18
4 H 1.30 -0.87 0.32
5 O -1.54 -0.24 -0.18
6 O 1.34 -0.14 -0.27

---

(3)
A single C2H2ClOP molecule at a distorted geometry. Source: the Open Molecules 2025 dataset; level of theory: wB97M-V/def2-TZVPD.

E_HOMO = -9.74 eV
Lowest unoccupied orbital energy = -1.39 eV
SMILES = O=C[PH]#CCl
Energy relative to the best compared isomer or geometry (same formula, charge and spin) = 4.051 eV
Total charge = 0
Gap between HOMO and LUMO = 8.35 eV
Spin multiplicity = 1

CARTESIAN COORDINATES (ANGSTROEM)
1 C -0.73 -0.91 -0.52
2 C 1.48 0.77 -0.11
3 O -1.59 -1.77 -0.30
4 P -0.08 0.46 0.37
5 Cl 2.23 2.26 0.47
6 H 0.13 -1.40 -1.09
7 H -1.43 0.60 1.17

---

(4)
A gas-phase ion, C3H9N2O3 (charge +1) at a distorted geometry. Source: the Open Molecules 2025 dataset; level of theory: wB97M-V/def2-TZVPD.

⟨S²⟩ = 2.008
E_HOMO (spin up / spin down) = -9.54 / -14.27 eV
Lowest unoccupied orbital energy (spin up / spin down) = -3.25 / -7.30 eV
Energy relative to the best compared isomer or geometry (same formula, charge and spin) = 0.000 eV
Total charge = +1
Gap between HOMO and LUMO (spin up / spin down) = 6.29 / 6.96 eV
Spin multiplicity = 3

CARTESIAN COORDINATES (ANGSTROEM)
1 C 0.41 0.98 0.15
2 C 0.16 -1.66 0.16
3 C -0.56 -0.37 -0.08
4 N 0.89 1.11 1.39
5 N -0.74 -0.15 -1.56
6 O 0.82 1.49 -0.92
7 O -1.70 -0.12 0.64
8 O 1.79 2.10 1.77
9 H -0.34 -2.56 -0.33
10 H 1.17 -1.54 -0.32
11 H 0.28 -1.72 1.21
12 H 0.34 1.08 2.22
13 H -1.03 -0.94 -2.26
14 H -1.63 0.46 -1.69
15 H 0.04 0.39 -2.09
16 H -2.40 -0.91 0.63
17 H 2.47 2.35 1.08

---

(5)
A molecular structure, C39H49BrCl42NO5 at a distorted geometry. Source: the Open Molecules 2025 dataset; level of theory: wB97M-V/def2-TZVPD.

E_HOMO = -4.94 eV
Lowest unoccupied orbital energy = 1.42 eV
Total charge = -1
Gap between HOMO and LUMO = 6.36 eV
Spin multiplicity = 1

CARTESIAN COORDINATES (ANGSTROEM)
1 C -4.64 0.17 5.53
2 C -3.83 -0.47 4.26
3 C -2.60 0.52 3.95
4 C -1.41 -0.17 3.05
5 C -1.96 -0.25 1.55
6 C -0.91 -0.18 0.34
7 C -1.66 -0.16 -1.12
8 C -3.07 -0.98 -1.12
9 C -3.23 -1.55 -2.64
10 C -0.36 -1.73 0.32
11 C 1.26 -1.68 0.44
12 C 2.07 -2.85 1.15
13 C 2.39 -2.64 2.71
14 C 3.79 -3.44 3.04
15 Br 0.96 -3.58 3.74
16 C 1.40 -0.16 0.96
17 C 2.89 0.45 1.06
18 O 3.26 1.12 2.12
19 O 3.88 0.28 0.09
20 N 0.29 0.70 0.33
21 C 0.40 1.96 1.12
22 C -0.90 2.88 1.22
23 O -1.85 2.97 0.41
24 C -1.02 3.77 2.57
25 C -2.37 4.13 3.24
26 C -2.37 4.95 4.58
27 C -1.02 5.40 5.26
28 C 0.35 5.07 4.58
29 C 0.30 4.25 3.25
30 C 0.74 1.16 -1.07
31 O 1.56 0.50 -1.79
32 O 0.20 2.30 -1.68
33 H -3.95 0.64 6.31
34 H -5.21 -0.71 6.04
35 H -5.46 0.91 5.21
36 H -3.54 -1.55 4.49
37 H -4.56 -0.36 3.37
38 H -2.13 0.86 4.96
39 H -3.01 1.44 3.41
40 H -0.49 0.47 3.23
41 H -1.24 -1.21 3.49
42 H -2.63 -1.19 1.54
43 H -2.71 0.63 1.41
44 H -1.95 0.91 -1.44
45 H -1.03 -0.71 -1.93
46 H -2.99 -1.93 -0.45
47 H -3.94 -0.30 -0.84
48 H -4.19 -2.17 -2.72
49 H -3.18 -0.66 -3.36
50 H -2.33 -2.24 -2.90
51 H -0.67 -2.29 1.27
52 H -0.60 -2.36 -0.61
53 H 1.58 -1.80 -0.67
54 H 1.56 -3.87 0.95
55 H 3.09 -2.92 0.61
56 H 2.58 -1.56 3.03
57 H 4.57 -2.67 3.41
58 H 4.24 -3.93 2.11
59 H 3.62 -4.20 3.86
60 H 1.16 -0.30 2.09
61 H 0.79 1.83 2.20
62 H 1.22 2.62 0.62
63 H -3.35 3.76 2.76
64 H -3.37 5.19 5.09
65 H -0.99 5.97 6.25
66 H 1.38 5.34 5.00
67 H 1.30 3.96 2.73
68 C 2.63 -0.54 -5.20
69 Cl 3.72 -1.87 -5.62
70 Cl 2.56 0.64 -6.51
71 Cl 1.01 -1.16 -4.83
72 H 3.01 -0.05 -4.31
73 C 3.85 -0.91 -9.61
74 Cl 3.66 0.65 -10.41
75 Cl 3.52 -2.24 -10.74
76 Cl 5.47 -1.09 -8.91
77 H 3.12 -0.97 -8.80
78 C 1.94 -7.60 4.92
79 Cl 0.48 -7.05 5.74
80 Cl 1.66 -7.71 3.17
81 Cl 3.29 -6.51 5.26
82 H 2.19 -8.59 5.29
83 C -6.47 -1.71 0.85
84 Cl -6.03 -2.56 -0.63
85 Cl -6.46 -2.81 2.23
86 Cl -5.36 -0.36 1.13
87 H -7.47 -1.31 0.73
88 C -4.02 -3.70 -6.02
89 Cl -5.49 -3.16 -5.19
90 Cl -4.30 -3.80 -7.76
91 Cl -2.68 -2.60 -5.66
92 H -3.76 -4.69 -5.65
93 C -4.15 -6.28 -0.15
94 Cl -3.21 -5.28 0.97
95 Cl -5.81 -6.47 0.45
96 Cl -4.16 -5.56 -1.77
97 H -3.69 -7.26 -0.21
98 C -8.18 -0.06 -3.05
99 Cl -8.32 -0.03 -1.28
100 Cl -7.36 1.40 -3.63
101 Cl -7.33 -1.51 -3.59
102 H -9.19 -0.08 -3.47
103 C 0.76 3.90 -9.87
104 Cl 1.52 3.12 -8.47
105 Cl 1.97 4.79 -10.81
106 Cl -0.05 2.70 -10.88
107 H 0.02 4.61 -9.51
108 C 4.58 4.74 2.16
109 Cl 5.59 5.69 3.26
110 Cl 2.93 4.60 2.80
111 Cl 4.56 5.46 0.55
112 H 5.00 3.74 2.09
113 C -3.48 -10.20 1.16
114 Cl -2.53 -9.20 2.27
115 Cl -5.13 -10.40 1.76
116 Cl -3.48 -9.49 -0.46
117 H -3.02 -11.18 1.11
118 C 6.95 2.85 -10.94
119 Cl 6.81 1.27 -10.15
120 Cl 5.35 3.59 -11.13
121 Cl 8.02 3.92 -10.02
122 H 7.38 2.71 -11.93
123 C -3.82 -0.84 9.23
124 Cl -2.99 -1.60 10.60
125 Cl -2.66 0.04 8.22
126 Cl -4.69 -2.05 8.28
127 H -4.54 -0.13 9.62
128 C 7.13 7.96 -0.85
129 Cl 7.06 7.98 0.92
130 Cl 7.99 9.39 -1.45
131 Cl 7.92 6.48 -1.42
132 H 6.12 7.98 -1.23
133 C 10.88 8.50 3.06
134 Cl 11.53 6.98 3.70
135 Cl 10.33 8.28 1.39
136 Cl 9.55 9.08 4.08
137 H 11.67 9.25 3.08

---

(6)
A molecular structure, C4H11O4 at a distorted geometry. Source: the Open Molecules 2025 dataset; level of theory: wB97M-V/def2-TZVPD.

E_HOMO = -4.54 eV
Lowest unoccupied orbital energy = 3.83 eV
Energy relative to the best compared isomer or geometry (same formula, charge and spin) = 4.703 eV
Total charge = -1
Gap between HOMO and LUMO = 8.37 eV
Spin multiplicity = 1

CARTESIAN COORDINATES (ANGSTROEM)
1 O -3.45 0.74 -0.02
2 C -2.25 0.45 -0.46
3 C -1.27 -0.44 0.09
4 C -0.20 -0.96 -0.82
5 C 0.82 0.19 -1.16
6 O 1.53 0.76 -0.07
7 H -1.99 0.74 -1.50
8 H -1.22 0.86 0.27
9 H -1.56 -0.98 0.98
10 H -0.60 -1.64 -1.66
11 H 0.49 -1.64 -0.29
12 H -0.04 0.88 -1.55
13 H 1.44 -0.51 -1.79
14 H 3.39 -1.55 1.29
15 H 2.18 -0.57 0.53
16 O 2.60 -1.56 0.72
17 H -0.73 1.63 1.85
18 H 0.74 1.60 1.46
19 O 0.13 2.01 2.13

---

(7)
A molecular structure, C16H9Cl5N5S4Y at a distorted geometry. Source: the Open Molecules 2025 dataset; level of theory: wB97M-V/def2-TZVPD.

E_HOMO = -8.02 eV
Lowest unoccupied orbital energy = -0.34 eV
Energy relative to the best compared isomer or geometry (same formula, charge and spin) = 0.441 eV
Total charge = 0
Gap between HOMO and LUMO = 7.68 eV
Spin multiplicity = 1

CARTESIAN COORDINATES (ANGSTROEM)
1 Y 0.32 -0.16 -0.53
2 Cl -2.77 -1.47 0.38
3 C -1.71 -2.74 -0.23
4 C -0.45 -2.36 -0.64
5 C 0.39 -3.38 -1.01
6 Cl 2.05 -2.89 -1.41
7 C 0.04 -4.72 -1.03
8 Cl 1.16 -5.94 -1.51
9 C -1.27 -5.05 -0.67
10 Cl -1.78 -6.69 -0.70
11 C -2.16 -4.06 -0.25
12 Cl -3.76 -4.46 0.24
13 S 0.32 -0.11 2.13
14 C 1.73 0.87 2.51
15 C 2.19 0.76 3.88
16 N 2.54 0.69 4.97
17 C 2.37 1.71 1.67
18 S 1.91 1.99 0.00
19 C 3.51 2.47 2.14
20 N 4.40 3.11 2.47
21 S -1.71 1.61 -1.34
22 C -1.91 2.19 0.28
23 N -2.99 1.92 1.01
24 C -2.84 2.36 2.40
25 C -1.44 3.02 2.37
26 N -1.05 2.92 0.97
27 H -3.75 1.37 0.64
28 H -2.88 1.50 3.07
29 H -3.62 3.07 2.67
30 H -0.72 2.47 2.99
31 H -1.47 4.06 2.69
32 H -0.08 2.94 0.66
33 S 1.46 0.82 -5.29
34 C 2.88 0.34 -4.46
35 C 2.59 0.06 -3.17
36 N 1.27 0.23 -2.83
37 C 0.57 0.63 -3.86
38 H 3.84 0.29 -4.95
39 H 3.30 -0.24 -2.42
40 H -0.48 0.85 -3.82

---

(8)
2 unconnected molecules or ions with the total composition C8H6ClNO2 at a distorted geometry. Source: the Open Molecules 2025 dataset; level of theory: wB97M-V/def2-TZVPD.

E_HOMO (spin up / spin down) = -6.83 / -6.83 eV
Lowest unoccupied orbital energy (spin up / spin down) = -0.75 / -0.74 eV
Energy relative to the best compared isomer or geometry (same formula, charge and spin) = 4.473 eV
Total charge = 0
Gap between HOMO and LUMO (spin up / spin down) = 6.09 / 6.09 eV
Spin multiplicity = 1

CARTESIAN COORDINATES (ANGSTROEM)
1 C -1.74 -0.11 -0.04
2 C -1.49 -1.11 -0.99
3 C -0.69 0.43 0.64
4 C -0.21 -1.53 -1.33
5 C 0.66 0.05 0.38
6 C 0.86 -0.92 -0.65
7 C 2.88 -0.37 -0.06
8 C 2.00 0.47 0.83
9 N 3.97 1.94 -1.23
10 O 3.20 2.69 -0.72
11 O 2.18 -1.23 -0.84
12 Cl 4.46 -1.00 0.43
13 H -2.74 0.37 0.09
14 H -2.34 -1.45 -1.39
15 H -0.75 1.23 1.38
16 H 0.10 -2.25 -2.09
17 H 2.02 1.52 0.39
18 H 2.39 0.66 1.92

---

(9)
A gas-phase ion, C4H6NO (charge +1) at a distorted geometry. Source: the Open Molecules 2025 dataset; level of theory: wB97M-V/def2-TZVPD.

E_HOMO (spin up / spin down) = -13.34 / -13.34 eV
Lowest unoccupied orbital energy (spin up / spin down) = -6.77 / -6.77 eV
Energy relative to the best compared isomer or geometry (same formula, charge and spin) = 4.560 eV
Total charge = +1
Gap between HOMO and LUMO (spin up / spin down) = 6.57 / 6.57 eV
Spin multiplicity = 1

CARTESIAN COORDINATES (ANGSTROEM)
1 C -0.31 -0.79 -0.09
2 C -1.26 0.11 0.02
3 C 1.16 -0.57 -0.02
4 C -2.42 0.79 0.09
5 N 1.74 0.74 -0.16
6 O -2.92 -0.35 -0.13
7 H -0.49 -1.76 -0.25
8 H 1.59 -0.92 0.94
9 H 1.73 -1.33 -0.76
10 H -2.91 1.70 0.23
11 H 1.35 1.59 0.20
12 H 2.74 0.80 -0.07

---

(10)
A single C32H34N4O3 molecule. Source: the Open Molecules 2025 dataset; level of theory: wB97M-V/def2-TZVPD.

E_HOMO = -8.24 eV
Lowest unoccupied orbital energy = 0.65 eV
SMILES = O=C1C[C@H](N2CCN(C(c3ccccc3)c3ccccc3)CC2)C(=O)N1Cc1ccc(N2CCCC2=O)cc1
Energy relative to the best compared isomer or geometry (same formula, charge and spin) = 0.078 eV
Total charge = 0
Gap between HOMO and LUMO = 8.89 eV
Spin multiplicity = 1

CARTESIAN COORDINATES (ANGSTROEM)
1 O -4.83 -1.86 -1.37
2 C -4.62 -0.87 -0.74
3 N -4.02 -0.84 0.51
4 C -3.86 0.43 1.01
5 O -3.46 0.68 2.12
6 C -4.17 1.41 -0.11
7 N -2.94 1.94 -0.70
8 C -2.06 0.95 -1.31
9 C -0.96 1.70 -2.06
10 N -0.14 2.53 -1.20
11 C -1.02 3.44 -0.49
12 C -2.18 2.75 0.24
13 H -2.84 3.51 0.65
14 H -1.79 2.15 1.08
15 H -0.45 4.02 0.24
16 H -1.43 4.12 -1.23
17 C 0.79 1.78 -0.34
18 C 1.68 0.90 -1.20
19 C 1.35 -0.43 -1.41
20 C 2.13 -1.25 -2.21
21 C 3.27 -0.74 -2.81
22 C 3.62 0.58 -2.60
23 C 2.83 1.40 -1.81
24 H 3.11 2.43 -1.67
25 H 4.51 0.99 -3.06
26 H 3.89 -1.38 -3.43
27 H 1.84 -2.28 -2.38
28 H 0.46 -0.84 -0.96
29 C 1.64 2.70 0.48
30 C 2.07 3.93 -0.01
31 C 2.89 4.74 0.75
32 C 3.32 4.33 2.00
33 C 2.90 3.11 2.50
34 C 2.07 2.30 1.74
35 H 1.74 1.35 2.14
36 H 3.22 2.79 3.48
37 H 3.96 4.97 2.59
38 H 3.21 5.70 0.36
39 H 1.73 4.25 -0.98
40 H 0.25 1.11 0.35
41 H -0.32 1.00 -2.60
42 H -1.43 2.37 -2.79
43 H -2.62 0.34 -2.02
44 H -1.61 0.27 -0.56
45 C -4.98 0.56 -1.09
46 H -6.05 0.69 -0.92
47 H -4.78 0.79 -2.13
48 H -4.73 2.27 0.27
49 C -3.61 -2.04 1.22
50 C -2.12 -2.26 1.12
51 C -1.24 -1.50 1.87
52 C 0.12 -1.67 1.77
53 C 0.66 -2.64 0.92
54 C -0.23 -3.42 0.17
55 C -1.59 -3.22 0.26
56 H -2.26 -3.82 -0.34
57 H 0.15 -4.17 -0.49
58 N 2.04 -2.80 0.81
59 C 2.70 -3.61 -0.07
60 O 2.22 -4.42 -0.83
61 C 4.19 -3.29 0.03
62 C 4.33 -2.59 1.37
63 H 5.12 -1.85 1.38
64 H 4.52 -3.32 2.16
65 C 2.95 -1.95 1.57
66 H 2.67 -1.93 2.62
67 H 2.93 -0.93 1.16
68 H 4.78 -4.20 -0.06
69 H 4.44 -2.63 -0.80
70 H 0.76 -1.04 2.36
71 H -1.63 -0.74 2.55
72 H -3.90 -1.91 2.27
73 H -4.16 -2.88 0.78

---

(11)
A single C21H32N4O3 molecule. Source: the Open Molecules 2025 dataset; level of theory: wB97M-V/def2-TZVPD.

E_HOMO = -7.81 eV
Lowest unoccupied orbital energy = 0.60 eV
SMILES = Cc1ccc2c(c1)N(C(=O)CCC(=O)NCCCN1CCN(C)CC1)CCO2
Energy relative to the best compared isomer or geometry (same formula, charge and spin) = 1.832 eV
Total charge = 0
Gap between HOMO and LUMO = 8.42 eV
Spin multiplicity = 1

CARTESIAN COORDINATES (ANGSTROEM)
1 C 2.33 0.42 -3.19
2 C 2.20 1.16 -1.89
3 C 2.00 0.47 -0.71
4 C 1.85 1.12 0.52
5 C 1.97 2.51 0.53
6 C 2.16 3.21 -0.66
7 C 2.26 2.54 -1.86
8 H 2.40 3.10 -2.77
9 H 2.23 4.28 -0.60
10 O 1.92 3.27 1.67
11 C 2.02 2.52 2.85
12 C 1.09 1.31 2.79
13 N 1.52 0.43 1.72
14 C 1.48 -0.93 1.84
15 O 1.94 -1.69 1.01
16 C 0.81 -1.47 3.10
17 H -0.12 -0.94 3.30
18 C 0.49 -2.96 2.92
19 C -0.68 -3.08 1.94
20 O -1.79 -2.67 2.23
21 N -0.38 -3.67 0.77
22 H 0.59 -3.83 0.55
23 C -1.32 -3.80 -0.31
24 C -0.87 -3.03 -1.55
25 H 0.13 -3.37 -1.84
26 C -0.84 -1.52 -1.31
27 N -2.18 -0.96 -1.31
28 C -2.44 -0.02 -2.38
29 C -1.80 1.35 -2.15
30 N -2.28 1.90 -0.89
31 C -1.75 3.23 -0.66
32 H -0.65 3.24 -0.59
33 H -2.05 3.88 -1.48
34 H -2.17 3.62 0.27
35 C -1.96 0.99 0.20
36 C -2.61 -0.37 -0.06
37 H -3.69 -0.23 -0.11
38 H -2.39 -1.05 0.76
39 H -0.86 0.87 0.30
40 H -2.35 1.42 1.13
41 H -0.69 1.25 -2.14
42 H -2.08 2.03 -2.95
43 H -3.53 0.11 -2.44
44 H -2.09 -0.45 -3.33
45 H -0.34 -1.33 -0.36
46 H -0.23 -1.05 -2.10
47 H -1.56 -3.24 -2.37
48 H -1.44 -4.86 -0.56
49 H -2.28 -3.41 0.04
50 H 1.36 -3.50 2.57
51 H 0.17 -3.37 3.88
52 H 1.48 -1.34 3.95
53 H 1.13 0.80 3.75
54 H 0.07 1.66 2.61
55 H 1.75 3.18 3.67
56 H 3.06 2.18 2.99
57 H 1.95 -0.61 -0.73
58 H 1.47 0.63 -3.83
59 H 2.37 -0.65 -3.02
60 H 3.23 0.73 -3.71